{"formula": "C15H11Cl5N4O3Rh", "method": "wB97M-V/def2-TZVPD", "species": ["Rh", "Cl", "C", "C", "C", "Cl", "C", "C", "C", "C", "N", "C", "C", "O", "H", "H", "H", "H", "C", "C", "N", "O", "C", "C", "N", "O", "H", "H", "H", "H", "H", "H", "H", "Cl", "C", "Cl", "Cl", "C", "N"], "coordinates": [[0.58, 0.64, 0.37], [1.71, 0.18, -4.40], [0.22, 0.67, -3.71], [-0.89, 0.94, -4.54], [-2.09, 1.32, -4.02], [-3.42, 1.64, -5.08], [-2.24, 1.46, -2.63], [-3.44, 1.82, -1.97], [-3.47, 1.90, -0.60], [-2.31, 1.62, 0.13], [-1.18, 1.28, -0.45], [-1.12, 1.20, -1.82], [0.13, 0.82, -2.35], [1.16, 0.64, -1.52], [-0.78, 0.83, -5.61], [-4.32, 2.03, -2.55], [-4.38, 2.18, -0.08], [-2.31, 1.66, 1.21], [3.41, -2.16, 1.86], [2.34, -1.40, 1.14], [2.31, -0.13, 1.03], [3.26, 0.57, 1.76], [1.25, -2.09, 0.45], [1.20, -3.56, 0.20], [0.29, -1.32, -0.01], [-0.64, -1.62, -0.72], [3.81, -1.58, 2.69], [4.23, -2.39, 1.19], [3.01, -3.10, 2.24], [3.42, 1.36, 1.23], [2.21, -3.97, 0.10], [0.65, -3.76, -0.72], [0.70, -4.09, 1.01], [0.10, -0.17, 5.69], [-0.66, 1.12, 4.76], [-2.42, 0.99, 4.84], [-0.12, 2.69, 5.29], [-0.27, 0.94, 3.35], [0.04, 0.81, 2.26]], "homo_lumo_gap_ev": [6.2, 6.2], "charge": 1, "total_energy_ha": -3434.14150}

***

{"formula": "C48H32BrHfN6O3S4", "method": "wB97M-V/def2-TZVPD", "species": ["Hf", "S", "C", "C", "C", "C", "C", "C", "N", "C", "C", "C", "C", "C", "C", "C", "C", "N", "C", "C", "C", "C", "C", "S", "C", "H", "H", "H", "H", "H", "H", "H", "H", "H", "H", "H", "H", "N", "C", "C", "C", "C", "C", "C", "N", "C", "C", "C", "S", "C", "N", "H", "H", "H", "H", "H", "H", "H", "Br", "C", "C", "N", "C", "C", "C", "C", "O", "O", "H", "H", "H", "O", "S", "C", "C", "C", "C", "C", "C", "C", "C", "C", "C", "C", "C", "H", "H", "H", "H", "H", "H", "H", "H", "H", "H"], "coordinates": [[-0.70, 0.50, -0.61], [-3.79, -1.35, 4.11], [-4.48, -1.18, 5.71], [-3.68, -0.63, 6.66], [-2.42, -0.34, 6.03], [-2.32, -0.60, 4.67], [-1.19, -0.43, 3.84], [-1.32, -0.47, 2.43], [-0.33, -0.05, 1.59], [0.87, 0.37, 2.10], [1.09, 0.57, 3.53], [2.31, 1.09, 3.98], [3.19, 1.63, 3.08], [3.03, 1.42, 1.67], [3.99, 1.89, 0.76], [3.72, 1.78, -0.63], [2.52, 1.20, -1.04], [1.55, 0.75, -0.20], [1.85, 0.87, 1.15], [4.68, 2.34, -1.60], [4.37, 2.91, -2.85], [5.52, 3.18, -3.59], [6.68, 3.00, -2.88], [6.41, 2.47, -1.30], [0.06, 0.11, 4.39], [-5.57, -1.34, 5.70], [-4.02, -0.60, 7.73], [-1.57, -0.06, 6.61], [-2.30, -0.72, 2.01], [2.43, 1.15, 5.07], [4.16, 2.00, 3.44], [4.93, 2.32, 1.07], [2.29, 1.30, -2.12], [3.34, 2.99, -3.21], [5.50, 3.49, -4.59], [7.69, 3.16, -3.15], [0.33, 0.02, 5.43], [-2.93, 0.06, -4.31], [-1.79, -0.35, -5.02], [-1.58, -0.82, -6.26], [-0.27, -1.23, -6.58], [0.81, -1.14, -5.69], [0.55, -0.66, -4.39], [-0.74, -0.29, -4.07], [-1.31, -0.08, -2.79], [-2.58, 0.20, -3.00], [-3.47, 0.40, -1.90], [-4.85, 0.63, -1.94], [-5.45, 0.77, -0.28], [-3.85, 0.63, 0.36], [-2.94, 0.33, -0.60], [-3.75, 0.42, -4.75], [-2.52, -0.86, -6.98], [-0.13, -1.71, -7.56], [1.79, -1.55, -6.01], [1.31, -0.55, -3.60], [-5.48, 0.74, -2.80], [-3.49, 0.93, 1.33], [-1.93, 7.58, 1.67], [-1.30, 6.57, 0.27], [-0.93, 7.21, -0.91], [-0.29, 6.55, -1.87], [-0.11, 5.23, -1.74], [-0.62, 4.47, -0.66], [-1.19, 5.21, 0.39], [-0.58, 3.02, -0.60], [-0.13, 2.26, -1.56], [-0.89, 2.45, 0.50], [-1.05, 8.28, -1.06], [0.39, 4.79, -2.58], [-1.53, 4.84, 1.34], [-0.28, -1.56, -0.53], [0.06, -3.08, -0.86], [-1.18, -4.01, 0.07], [-0.87, -5.21, 0.79], [-1.91, -6.01, 1.26], [-3.22, -5.73, 0.89], [-3.59, -4.58, 0.25], [-2.56, -3.74, -0.24], [1.48, -3.52, 0.32], [2.74, -3.91, -0.20], [3.83, -4.08, 0.66], [3.71, -3.63, 1.98], [2.49, -3.11, 2.43], [1.32, -3.10, 1.61], [0.14, -5.53, 0.93], [-1.73, -6.94, 1.79], [-4.01, -6.47, 1.12], [-4.64, -4.40, 0.13], [-2.74, -2.93, -0.89], [2.93, -4.10, -1.24], [4.72, -4.52, 0.28], [4.52, -3.72, 2.68], [2.39, -2.56, 3.39], [0.39, -2.66, 2.04]], "homo_lumo_gap_ev": 6.1, "charge": 3, "total_energy_ha": -6616.68606}

***

{"formula": "C5H20NaO9P", "method": "wB97M-V/def2-TZVPD", "species": ["Na", "P", "O", "O", "O", "O", "C", "O", "H", "H", "H", "H", "C", "O", "H", "H", "H", "H", "C", "O", "H", "H", "H", "H", "C", "O", "H", "H", "H", "H", "C", "O", "H", "H", "H", "H"], "coordinates": [[0.43, -0.39, 0.69], [0.79, 1.90, -0.97], [1.52, 2.07, -2.28], [1.51, 1.40, 0.29], [-0.52, 1.02, -1.07], [0.20, 3.47, -0.67], [-2.75, 0.11, 1.98], [-1.67, -0.27, 2.61], [-2.84, 1.19, 1.84], [-2.71, -0.29, 0.92], [-3.72, -0.40, 2.25], [-0.54, 3.33, -0.12], [-1.99, 1.84, -3.35], [-2.76, 2.02, -2.17], [-2.55, 2.12, -4.25], [-1.04, 2.42, -3.26], [-1.68, 0.77, -3.48], [-2.20, 1.68, -1.46], [0.06, -3.62, 1.83], [-0.37, -2.31, 1.61], [0.19, -3.84, 2.92], [-0.78, -4.30, 1.49], [0.99, -3.97, 1.38], [-1.28, -1.16, 2.35], [3.03, 0.14, 2.80], [3.03, 1.62, 2.77], [2.12, -0.33, 3.01], [3.31, -0.28, 1.84], [3.81, -0.05, 3.53], [2.53, 1.69, 1.95], [1.25, -1.44, -2.64], [-0.03, -1.37, -2.09], [2.00, -1.73, -1.89], [1.26, -2.19, -3.48], [1.58, -0.47, -3.05], [-0.21, -0.37, -1.83]], "homo_lumo_gap_ev": 6.4, "charge": -2, "total_energy_ha": -1383.47119}

***

{"formula": "C16H42BaN3O9", "method": "wB97M-V/def2-TZVPD", "species": ["Ba", "N", "O", "O", "O", "C", "C", "O", "H", "H", "H", "H", "H", "H", "C", "C", "O", "H", "H", "H", "H", "H", "H", "C", "O", "C", "C", "N", "C", "C", "O", "C", "H", "H", "H", "H", "H", "H", "H", "H", "H", "H", "H", "H", "H", "H", "H", "C", "O", "C", "C", "N", "C", "C", "O", "C", "H", "H", "H", "H", "H", "H", "H", "H", "H", "H", "H", "H", "H", "H", "H"], "coordinates": [[23.74, -8.73, -22.38], [24.25, -11.26, -19.66], [23.71, -10.95, -20.79], [25.38, -11.73, -19.67], [23.61, -11.06, -18.65], [18.70, -12.85, -19.24], [20.17, -12.78, -18.90], [20.92, -12.71, -20.14], [18.48, -13.81, -19.71], [18.40, -12.07, -19.93], [18.11, -12.80, -18.32], [20.49, -13.68, -18.39], [20.38, -11.87, -18.33], [21.58, -12.02, -20.10], [27.81, -14.45, -19.77], [27.65, -14.71, -18.29], [27.63, -13.49, -17.54], [28.85, -14.22, -20.01], [27.00, -13.81, -20.10], [27.71, -15.41, -20.29], [28.42, -15.35, -17.85], [26.73, -15.26, -18.11], [28.52, -13.13, -17.60], [19.77, -8.90, -23.13], [20.89, -9.74, -22.94], [20.70, -11.07, -23.40], [22.06, -11.73, -23.44], [23.01, -10.96, -24.21], [24.24, -11.65, -24.60], [25.29, -11.65, -23.51], [25.68, -10.28, -23.33], [26.88, -10.01, -22.60], [20.11, -7.86, -23.10], [19.02, -9.09, -22.36], [19.39, -9.02, -24.15], [20.19, -11.07, -24.37], [20.06, -11.65, -22.71], [21.91, -12.75, -23.82], [22.35, -11.84, -22.39], [22.60, -10.53, -25.03], [24.73, -11.14, -25.44], [24.08, -12.68, -24.93], [26.16, -12.23, -23.85], [24.96, -12.12, -22.58], [26.78, -10.34, -21.57], [27.03, -8.93, -22.72], [27.74, -10.51, -23.05], [26.13, -7.29, -25.08], [25.30, -7.09, -23.93], [25.07, -5.71, -23.71], [24.53, -5.44, -22.30], [23.21, -6.06, -21.96], [22.80, -5.74, -20.56], [21.76, -6.71, -20.06], [22.29, -8.02, -20.01], [21.32, -8.98, -19.59], [25.71, -6.77, -25.95], [26.07, -8.34, -25.36], [27.13, -6.93, -24.87], [24.37, -5.25, -24.42], [25.99, -5.14, -23.85], [24.39, -4.36, -22.15], [25.36, -5.63, -21.61], [22.62, -5.43, -22.49], [22.40, -4.73, -20.48], [23.66, -5.75, -19.88], [20.90, -6.68, -20.75], [21.44, -6.41, -19.05], [20.31, -8.64, -19.83], [21.36, -9.12, -18.51], [21.51, -9.92, -20.10]], "homo_lumo_gap_ev": 8.4, "charge": 1, "total_energy_ha": -1501.42966}